[1]
Formula: C23H18BrN4OPtSe
Source: OMol25
Level of theory: wB97M-V/def2-TZVPD

Calculated values
* total charge: +1
* ΔE to the lowest compared entry with this formula, charge and spin: 0.769 eV
* highest occupied orbital energy (alpha / beta): -10.032 / -10.747 eV
* expectation value of S²: 2.0338
* frontier orbital gap (alpha / beta): 7.64 / 4.56 eV
* multiplicity: 3

```
49
Properties=species:S:1:pos:R:3:forces:R:3
Pt -0.24332 -0.00691 0.71798 0.229 0.960 0.955
O 2.84337 -5.07368 3.79022 0.163 -0.280 0.199
C 2.32571 -4.03599 3.14769 -0.402 0.673 -0.498
C 1.38174 -4.12622 2.12203 0.171 -0.066 0.161
C 0.91520 -2.97063 1.53576 -0.010 -0.421 -0.054
N 1.28542 -1.72998 1.87420 -0.167 0.468 -0.026
C 2.20808 -1.66865 2.83606 0.020 0.014 0.017
Br 2.90230 0.02526 3.35188 -0.035 -0.166 0.031
C 2.75070 -2.75074 3.49376 0.046 -0.268 0.083
H 2.49132 -5.91675 3.47191 0.005 0.158 -0.001
H 1.01965 -5.08678 1.78653 -0.063 -0.049 -0.073
H 0.20049 -3.05353 0.73262 0.036 -0.024 0.076
H 3.49534 -2.62350 4.26232 0.051 0.060 0.051
N 0.94469 1.53954 1.31555 0.491 -0.207 0.159
C 0.77701 2.95138 1.04974 -0.265 0.562 -0.366
C 1.44779 3.83007 1.89114 -0.054 -0.088 -0.047
C 1.34583 5.19521 1.71223 -0.014 -0.069 -0.076
C 0.55865 5.67971 0.67881 0.075 -0.024 0.048
C -0.10179 4.80597 -0.16021 0.106 -0.171 0.027
C -0.00591 3.41300 -0.01261 0.389 -0.016 0.410
C -0.84454 2.53341 -0.84489 -0.391 -0.323 -0.127
C -1.35522 3.03813 -2.05119 0.114 -0.121 0.227
C -2.41885 2.44890 -2.69758 -0.160 -0.101 -0.048
C -3.06007 1.37440 -2.10137 0.091 0.065 -0.090
C -2.50349 0.79557 -0.97652 -0.150 -0.072 -0.130
C -1.33424 1.28555 -0.40309 0.355 -0.529 0.245
H 1.04739 1.43380 2.33091 0.124 -0.019 -0.421
H 1.83664 1.23534 0.89510 -0.230 0.245 0.423
H 2.05165 3.43273 2.69605 0.059 -0.026 0.079
H 1.87180 5.86795 2.36935 0.032 0.083 0.098
H 0.44329 6.74386 0.54185 -0.001 0.082 -0.043
H -0.73413 5.21714 -0.92987 -0.098 -0.012 -0.033
H -0.89296 3.90761 -2.48707 0.022 0.182 -0.042
H -2.77300 2.84071 -3.63821 -0.032 0.099 -0.069
H -3.95031 0.94888 -2.53645 -0.142 -0.012 -0.049
H -3.00787 -0.06286 -0.55232 0.103 0.016 -0.052
Se -2.77264 -2.49118 0.62873 0.564 0.544 0.489
N -1.21793 -1.56238 0.05141 -0.524 -0.111 -0.663
C -0.98245 -1.93185 -1.23300 -0.096 -0.263 0.075
C 0.06964 -1.45352 -2.00912 -0.003 0.260 0.667
C 0.22652 -1.93529 -3.30743 -0.359 -0.781 -1.016
C -0.64311 -2.88567 -3.81298 1.245 0.857 -0.307
C -1.71017 -3.36997 -3.05535 -0.768 -0.116 0.961
C -1.89765 -2.89530 -1.75917 0.374 0.149 -0.252
N -2.89590 -3.27150 -0.94155 -0.669 -0.836 -0.552
H 0.76079 -0.72138 -1.59371 -0.198 -0.170 -0.139
H 1.03503 -1.56137 -3.91319 0.087 -0.001 -0.104
H -0.49552 -3.25990 -4.81278 0.005 -0.023 -0.138
H -2.39498 -4.09862 -3.45414 -0.128 -0.113 -0.065
```
Positions in Å, forces in eV/Å.

---

[2]
Formula: C23H18F3N2S
Source: OMol25
Level of theory: wB97M-V/def2-TZVPD

Calculated values
* total charge: +1
* ΔE to the lowest compared entry with this formula, charge and spin: 0.000 eV
* highest occupied orbital energy: -10.406 eV
* frontier orbital gap: 4.37 eV

```
47
Properties=species:S:1:pos:R:3:forces:R:3
F -4.94068 -3.97329 1.47688 0.966 1.188 -0.585
C -4.23443 -2.91587 0.95290 -0.413 -0.829 0.257
C -4.79603 -2.25903 -0.14856 0.828 0.428 0.237
C -4.04884 -1.18806 -0.65660 -0.755 0.105 -0.933
F -4.54297 -0.52684 -1.75442 0.613 -0.732 1.277
C -2.84128 -0.78674 -0.12480 0.634 0.248 0.700
C -2.30303 -1.42607 1.04223 -1.021 -0.960 -0.844
C -1.16989 -0.81739 1.65667 -0.975 0.644 1.202
C -0.67567 -0.95619 2.99159 0.401 -0.172 0.796
C 0.33093 -0.03155 3.43469 -0.413 -0.118 -0.560
C 0.82362 -0.04184 4.72938 -0.025 -0.315 0.361
C 0.39183 -1.00485 5.66125 0.023 0.291 -0.656
C -0.58748 -1.90175 5.23934 -0.479 -0.847 0.335
F -1.01614 -2.84854 6.13716 0.337 1.026 -1.005
C -1.14795 -1.88935 3.96947 0.347 0.195 0.190
C -3.01253 -2.57759 1.51647 -0.101 0.291 -0.010
H -5.73663 -2.57929 -0.59460 0.239 0.130 0.151
H -2.29146 0.05205 -0.55021 -0.216 -0.158 -0.037
H -0.75770 0.03114 1.10146 0.174 -0.459 -0.040
H 0.68698 0.71041 2.71775 -0.014 -0.216 0.184
H 1.56321 0.69259 5.03926 -0.133 -0.156 -0.139
H 0.79804 -1.06373 6.67742 -0.240 0.057 -0.461
H -1.95459 -2.57798 3.76287 0.243 0.114 0.257
H -2.62297 -3.20387 2.31271 -0.271 0.090 -0.366
C 2.71126 3.65691 -4.68615 -0.144 -0.270 0.284
C 2.68599 2.41042 -4.05673 -0.103 -0.112 0.219
C 1.88321 2.24951 -2.91839 0.166 -0.149 0.097
C 1.09456 3.28466 -2.41119 0.544 0.237 -0.970
C 1.12289 4.52293 -3.06227 0.007 -0.207 0.089
C 1.93619 4.70482 -4.19305 -0.195 -0.261 0.419
S 0.18761 2.75089 -1.01008 -0.165 -0.457 0.361
C 0.86144 1.09228 -1.10818 0.757 -0.393 -0.624
N 0.57154 0.08235 -0.35323 -0.034 1.116 -0.330
C 1.25583 -1.20119 -0.56507 -0.359 -0.010 -0.316
C 2.59741 -1.05145 -1.26106 0.269 -0.096 0.335
C 2.51071 -0.12957 -2.46361 -0.236 -0.004 -0.156
N 1.77246 1.08735 -2.14548 -0.093 -0.426 0.055
H 3.33919 3.80204 -5.56304 -0.169 -0.027 0.195
H 3.27735 1.57366 -4.44489 -0.261 0.411 0.173
H 0.51299 5.33309 -2.68229 0.058 0.054 -0.091
H 1.96897 5.66538 -4.69451 -0.102 -0.059 0.143
H 1.37913 -1.70151 0.41263 0.001 0.259 -0.311
H 0.62338 -1.88513 -1.16898 0.047 0.410 0.231
H 3.33176 -0.65869 -0.54493 -0.081 -0.099 -0.194
H 2.92931 -2.03673 -1.60759 0.135 0.216 0.155
H 3.51049 0.17980 -2.76042 0.052 -0.146 -0.147
H 2.02198 -0.64818 -3.30180 0.157 0.167 0.072
```
Positions in Å, forces in eV/Å.

---

- What is the formula in the second record?
  C23H18F3N2S

---

- What is the total charge in the first record?
  +1

---

- Which value of ΔE to the lowest compared entry with this formula, charge and spin does entry 2 give?
  0.000 eV